ORCA calculation (the ωB97M-V functional and the def2-TZVPD basis) on a gas-phase ion, C32H34N3O2 (charge +1) in a non-equilibrium geometry.

Last column: Mulliken charge in e.
Positions of all 71 atoms, in Å:
1 O 2.074 -1.232 4.553  -0.673
2 O -0.961 4.523 -1.257  -0.386
3 N 2.273 -0.982 2.268  0.529
4 N -1.190 2.339 -0.964  0.566
5 N 0.101 -0.991 1.648  0.409
6 C -0.019 3.555 2.988  -0.697
7 C -2.343 0.634 -2.220  0.146
8 C 0.840 2.854 3.842  -0.734
9 C 0.244 2.527 -0.823  0.447
10 C 3.655 -0.568 2.266  -1.042
11 C -0.596 0.916 3.694  0.197
12 C -1.796 3.508 -1.167  0.759
13 C 2.146 -3.930 -0.962  0.796
14 C -0.984 -0.520 0.969  -0.607
15 C -1.815 1.025 -0.834  0.069
16 C -1.429 0.180 -3.172  -0.354
17 C -0.817 -0.556 3.925  -1.693
18 C -1.221 2.969 2.575  -0.508
19 C -1.848 -0.049 -4.491  -0.687
20 C 2.216 -3.513 -2.314  -0.334
21 C 1.580 -1.217 3.429  0.069
22 C -0.846 0.060 -0.251  -0.986
23 C 1.790 -1.652 -0.053  -0.812
24 C 2.827 -5.763 -2.989  -0.380
25 C 1.439 -0.759 1.101  -0.512
26 C -3.164 0.245 -4.864  -0.515
27 C -3.242 3.764 -1.221  -0.996
28 C 2.556 -4.425 -3.313  -0.685
29 C 0.539 1.546 4.212  -0.157
30 C -1.514 1.661 2.948  -0.013
31 C 2.398 -5.289 -0.653  -0.436
32 C 0.392 3.991 -1.135  -0.609
33 C 0.115 -1.385 3.048  0.472
34 C -3.688 0.788 -2.561  -0.092
35 C 1.846 -2.989 0.105  -0.389
36 C -4.082 0.678 -3.900  -0.930
37 C 2.742 -6.193 -1.653  -0.607
38 H -3.809 2.834 -1.202  0.105
39 H -1.849 -0.848 3.708  0.462
40 H -1.128 -0.440 -5.214  0.415
41 H 0.027 -0.200 -0.856  0.239
42 H -1.956 -0.630 1.465  0.738
43 H 3.101 -6.469 -3.773  0.373
44 H 0.917 4.138 -2.087  0.284
45 H 0.804 1.890 -1.518  0.250
46 H 1.565 0.287 0.769  0.077
47 H -3.540 4.389 -0.368  0.350
48 H -0.393 -0.015 -2.883  0.104
49 H -4.419 0.998 -1.774  0.574
50 H 2.011 -1.153 -1.002  0.526
51 H 4.199 -1.134 1.503  0.285
52 H 2.610 -4.087 -4.349  0.373
53 H -5.107 0.930 -4.179  0.403
54 H 0.573 2.297 0.201  -0.304
55 H -0.105 -2.464 3.115  0.301
56 H -2.454 1.194 2.637  0.424
57 H 0.230 4.562 2.657  0.484
58 H 0.912 4.538 -0.341  0.377
59 H 1.698 -3.412 1.110  0.195
60 H 1.747 3.325 4.229  0.442
61 H 2.946 -7.234 -1.399  0.371
62 H -3.474 0.125 -5.904  0.403
63 H 2.006 -2.470 -2.560  0.185
64 H 1.195 0.991 4.888  0.473
65 H -2.654 1.141 -0.137  0.879
66 H 4.080 -0.762 3.254  0.390
67 H 2.334 -5.601 0.392  0.369
68 H -1.951 3.535 1.991  0.529
69 H -3.475 4.306 -2.144  0.391
70 H -0.592 -0.815 4.968  0.569
71 H 3.733 0.505 2.030  0.337

Its HOMO energy is -10.591 eV. As for the LUMO energy: -0.10248 Eh. Its charge is +1. The electronic energy comes out at -42294.538 eV. The value obtained for the gap between HOMO and LUMO is 7.802 eV.


ORCA calculation (the ωB97M-V functional and the def2-TZVPD basis) on 7 unconnected molecules or ions with the total composition C32H35BBrN6O.

Last column: Mulliken charge in e.
Positions of all 76 atoms, in Å:
1 Br 2.090 2.595 -2.165  -0.327
2 O 3.341 0.185 -1.952  -0.520
3 N 0.654 -0.345 7.787  -0.518
4 N -0.827 2.358 2.239  -0.177
5 N -1.938 0.254 -4.357  -0.136
6 N -3.659 5.192 0.509  -0.551
7 N -1.153 -3.068 -1.325  -0.184
8 N 8.099 -2.225 -3.232  -0.577
9 C -3.598 -0.472 -5.924  -0.619
10 C 0.291 -1.427 8.471  -0.194
11 C -2.588 3.492 -0.809  -0.123
12 C 1.224 3.044 3.269  -0.793
13 C -1.017 -1.694 8.847  -0.345
14 C 6.187 -1.761 -1.256  -0.309
15 C 6.930 -1.649 -3.512  -0.357
16 C 2.230 0.624 -1.980  0.450
17 C -1.640 0.345 7.783  -0.420
18 C -0.303 0.518 7.454  -0.235
19 C -2.003 -0.786 8.494  -0.234
20 C -1.582 -4.985 -2.693  -0.647
21 C 8.314 -2.570 -1.965  -0.166
22 C 1.228 1.910 4.064  -0.188
23 C -3.000 -0.481 -4.671  -0.347
24 C -1.413 -3.619 -2.504  -0.121
25 C -4.401 5.494 -0.555  -0.278
26 C 0.194 1.000 3.924  -0.534
27 C 5.945 -1.393 -2.568  -0.103
28 C -1.044 -3.874 -0.277  -0.088
29 C 7.397 -2.362 -0.945  -0.368
30 C -1.190 -5.253 -0.356  -0.653
31 C -1.952 1.119 -6.590  -0.741
32 C -3.060 0.349 -6.903  -0.110
33 C -2.772 4.205 0.370  -0.499
34 C -1.467 -5.818 -1.591  -0.166
35 C -1.430 1.034 -5.305  -0.047
36 C 0.174 3.222 2.381  0.021
37 C -4.298 4.846 -1.776  -0.381
38 C -0.800 1.266 2.995  -0.436
39 C -3.368 3.822 -1.903  -0.533
40 C 0.948 -0.046 -1.862  -0.245
41 B 0.150 0.398 -0.447  0.477
42 H -3.254 3.290 -2.839  0.474
43 H -3.036 -0.959 8.766  0.365
44 H -1.588 -6.889 -1.694  0.354
45 H 5.011 -0.922 -2.839  0.455
46 H -1.483 -2.924 -3.335  0.381
47 H -1.848 2.700 -0.853  0.488
48 H 0.139 4.098 1.741  0.324
49 H -2.164 3.939 1.228  0.679
50 H 7.629 -2.665 0.067  0.339
51 H -0.827 -3.384 0.667  0.395
52 H -0.211 1.567 -0.465  -0.433
53 H 1.089 -2.114 8.728  0.356
54 H 9.272 -3.037 -1.757  0.336
55 H -0.799 -0.362 -0.335  -0.253
56 H -2.374 1.080 7.481  0.363
57 H -0.563 1.620 -5.018  0.410
58 H 5.439 -1.575 -0.496  0.431
59 H 0.304 0.226 -2.702  0.018
60 H -1.612 0.564 2.839  0.415
61 H 0.163 0.093 4.513  0.478
62 H 2.016 3.777 3.331  0.357
63 H -3.497 0.386 -7.893  0.360
64 H -4.930 5.138 -2.604  0.363
65 H 0.018 1.387 6.891  0.518
66 H 2.029 1.732 4.773  0.477
67 H 6.777 -1.376 -4.550  0.358
68 H -1.254 -2.593 9.399  0.341
69 H -1.794 -5.380 -3.678  0.365
70 H -5.116 6.301 -0.420  0.351
71 H -3.391 -1.108 -3.875  0.485
72 H -1.498 1.774 -7.321  0.372
73 H 1.112 -1.127 -1.849  0.128
74 H 0.897 0.257 0.529  -0.244
75 H -4.461 -1.093 -6.123  0.363
76 H -1.088 -5.866 0.530  0.358

Its HOMO energy is -5.378 eV. As for the LUMO energy: 0.08697 Eh. Its charge is -1. The electronic energy comes out at -115458.624 eV. The value obtained for the gap between HOMO and LUMO is 7.744 eV.


ORCA calculation (the ωB97M-V functional and the def2-TZVPD basis) on a molecular structure, C32H35ClN8O5SV.

Last column: Mulliken charge in e.
Positions of all 83 atoms, in Å:
1 V 1.094 1.683 1.731  -0.560
2 Cl 4.258 2.354 -2.153  1.778
3 S -0.018 3.104 0.220  -0.390
4 O 3.936 3.614 -2.815  -0.815
5 O 3.025 1.687 -1.811  -0.547
6 O 5.044 1.535 -3.033  -0.742
7 O 5.003 2.651 -0.951  -0.687
8 O 2.477 0.406 0.996  -0.451
9 N 3.403 -1.323 -0.025  0.061
10 N 1.793 2.085 3.521  -0.114
11 N -7.341 -1.969 -0.784  -0.797
12 N -5.450 -1.405 -2.152  -0.410
13 N 2.470 3.951 0.277  -0.322
14 N 2.530 3.138 1.376  1.013
15 N 1.329 4.525 -1.650  -0.523
16 N -1.634 -0.025 -2.025  0.189
17 C -3.497 -2.287 -4.362  -0.825
18 C -1.860 -0.481 -4.742  -0.698
19 C 2.356 -0.513 0.165  -0.216
20 C -1.536 -0.935 3.397  -0.549
21 C -6.374 -1.172 -1.242  -0.253
22 C 1.026 -3.304 -0.905  -0.913
23 C 3.046 2.772 3.553  -0.245
24 C 3.819 2.753 4.768  -1.113
25 C 2.481 -3.584 -0.539  -0.674
26 C 3.335 2.197 5.898  -0.291
27 C -2.640 -1.758 3.566  -0.506
28 C -1.418 -0.113 2.266  0.935
29 C -3.647 -1.788 2.608  -0.596
30 C -2.483 -0.929 -2.491  -0.193
31 C 1.343 1.567 4.708  -0.245
32 C 4.579 4.301 2.180  -1.492
33 C -3.538 -0.985 1.478  -0.069
34 C -2.665 -1.227 -3.862  0.456
35 C 2.025 1.598 5.877  -0.807
36 C 0.419 -2.073 -0.240  -0.361
37 C 3.433 -2.456 -0.933  -0.779
38 C 1.105 -0.754 -0.619  0.103
39 C -7.340 -3.197 -1.364  -0.158
40 C -0.991 0.481 -4.262  -0.932
41 C -6.450 -3.576 -2.321  -0.743
42 C -2.442 -0.154 1.307  -0.551
43 C -0.909 0.689 -2.892  -0.123
44 C -5.454 -2.644 -2.752  0.921
45 C 3.405 3.396 2.386  0.960
46 C -4.568 -2.974 -3.795  -0.638
47 C 1.351 3.922 -0.417  0.081
48 C -0.230 0.694 2.064  -0.326
49 H 4.805 3.200 4.761  0.222
50 H -0.225 1.417 -2.467  0.345
51 H 3.925 2.199 6.808  0.398
52 H 0.421 -4.182 -0.661  0.398
53 H -0.370 1.060 -4.936  0.425
54 H 2.180 4.378 -2.191  0.343
55 H -8.105 -3.888 -1.018  0.367
56 H -0.741 -0.930 4.134  0.408
57 H -1.932 -0.670 -5.809  0.354
58 H -2.337 0.439 0.407  0.287
59 H 5.283 3.887 1.451  0.296
60 H 2.574 -3.752 0.539  0.300
61 H -0.624 -1.985 -0.544  -0.083
62 H 1.326 -0.719 -1.690  0.616
63 H -4.833 -3.900 -4.304  0.186
64 H 0.957 -3.175 -1.991  0.341
65 H 5.110 4.487 3.112  0.380
66 H -3.045 -1.484 -1.751  0.475
67 H -4.506 -2.436 2.730  0.421
68 H 0.363 1.114 4.644  0.362
69 H 0.412 -2.174 0.850  0.406
70 H 1.588 1.165 6.767  0.383
71 H 4.248 5.272 1.795  0.320
72 H -6.342 -0.178 -0.795  0.567
73 H -3.179 -2.659 -5.335  0.218
74 H 3.336 4.228 -0.178  0.447
75 H 2.808 -4.502 -1.037  0.412
76 H 0.428 0.068 -0.399  0.046
77 H 0.504 4.268 -2.171  0.296
78 H -2.709 -2.386 4.447  0.360
79 H -4.307 -1.017 0.715  0.449
80 H 4.462 -2.814 -0.943  0.457
81 H 3.208 -2.110 -1.946  0.284
82 H 4.203 -1.126 0.556  0.369
83 H -6.489 -4.569 -2.753  0.306

The multiplicity is 2. Its HOMO energy (spin up / spin down) is -0.252 / -0.990 eV. As for the LUMO energy (spin up / spin down): 0.15409 / 0.15408 Eh. Its charge is -2. The electronic energy comes out at -104949.090 eV. The value obtained for the gap between HOMO and LUMO (spin up / spin down) is 4.445 / 5.183 eV.